Computed, not measured: one molecule with the formula C21H28N4O5, with ωB97M-V with the def2-TZVPD basis set.

XYZ file:
```
58
Properties=species:S:1:pos:R:3:forces:R:3:lowdin_charge:R:1
C 5.976124 0.223537 -0.221434 0.009 -0.036 -0.065 -0.11
H 7.018665 0.407268 -0.475710 -0.004 -0.095 0.003 0.09
O 5.441222 1.467138 0.176009 0.060 0.150 0.120 -0.18
C 4.039386 1.483431 0.262507 -0.253 0.029 0.149 -0.23
C 3.496676 0.643045 1.429220 0.408 -0.108 -0.107 -0.15
N 2.123116 0.971176 1.727500 0.425 0.378 -0.144 0.08
C 1.137009 0.063556 1.780031 -0.373 0.326 0.278 -0.47
O 1.276737 -1.125299 1.572256 -0.041 -0.434 -0.025 0.06
C -0.221696 0.665385 2.183961 0.280 0.100 0.130 -0.02
N -1.049591 0.989363 1.031241 0.040 -0.263 0.256 0.01
C -0.698428 2.046962 0.271355 -0.366 0.159 -0.151 -0.46
O 0.273704 2.735944 0.554045 0.108 0.282 -0.075 0.05
C -1.533409 2.332873 -0.963599 0.153 0.089 -0.069 -0.07
H -1.829309 3.383314 -0.935240 -0.003 -0.066 0.082 0.13
C -0.683209 2.084241 -2.218932 -0.171 -0.099 0.074 -0.07
C -0.320309 0.610409 -2.256703 0.060 0.445 -0.263 -0.46
O -1.073705 -0.244680 -2.659117 -0.170 -0.166 -0.055 0.09
N 0.920752 0.350885 -1.749440 0.496 0.215 0.236 0.18
C 1.483133 -0.899468 -1.597232 0.499 -1.006 0.061 -0.30
N 2.750691 -1.013996 -1.273583 -0.341 1.141 -0.219 0.11
O 3.008453 -2.340748 -1.162423 -0.106 -0.797 0.054 0.02
C 1.892339 -3.037263 -1.425649 -0.624 0.468 -0.206 -0.30
C 0.877421 -2.174857 -1.723885 0.443 -0.271 0.091 0.05
H -0.134177 -2.381965 -1.994984 -0.188 -0.121 -0.062 0.11
C 1.944980 -4.515179 -1.330794 0.180 0.161 0.127 0.00
H 1.902428 -4.816969 -0.284705 -0.004 -0.070 0.036 0.09
H 1.102079 -4.950259 -1.858890 -0.020 -0.035 -0.028 0.09
H 2.877172 -4.883854 -1.752726 0.014 -0.085 -0.053 0.09
H 1.503922 1.118487 -1.444384 -0.161 0.031 -0.048 0.14
H -1.275485 2.319001 -3.103837 0.095 -0.067 0.019 0.13
H 0.205642 2.715158 -2.195802 -0.025 0.018 -0.014 0.12
H -2.418483 1.702236 -1.004262 -0.001 0.099 -0.053 0.11
C -2.131857 0.102281 0.758971 -0.398 -0.300 -0.140 -0.19
C -1.824842 -1.195773 0.374402 -0.068 0.039 -0.007 -0.01
C -2.844108 -2.087041 0.106056 0.054 0.028 0.041 -0.05
C -4.160467 -1.681506 0.229571 -0.003 0.036 0.019 -0.04
C -4.478781 -0.398066 0.650086 0.061 -0.091 -0.054 -0.23
C -3.455042 0.511343 0.934760 0.178 -0.057 0.043 -0.17
C -3.789652 1.886400 1.431167 0.032 -0.066 -0.028 -0.02
H -4.418413 1.818827 2.318087 -0.058 0.078 0.049 0.09
H -4.343216 2.446885 0.678168 -0.061 0.108 -0.026 0.09
H -2.893804 2.445475 1.686497 -0.030 0.068 0.047 0.08
C -5.912504 0.007703 0.806726 0.048 -0.001 0.003 -0.04
H -6.129176 0.263200 1.843691 -0.098 0.048 0.058 0.08
H -6.135304 0.882321 0.196986 -0.101 0.077 -0.015 0.08
H -6.573598 -0.800713 0.506713 -0.073 -0.019 -0.007 0.08
H -4.957406 -2.375997 0.006989 -0.101 -0.061 -0.016 0.11
H -2.612439 -3.094648 -0.202347 0.031 -0.110 -0.042 0.11
H -0.791350 -1.495126 0.302521 0.144 -0.009 -0.020 0.10
H -0.059667 1.577089 2.767154 -0.058 -0.103 -0.009 0.13
H -0.756787 -0.070841 2.784972 0.124 0.092 -0.074 0.14
H 1.866343 1.950486 1.735343 -0.150 -0.204 0.027 0.12
H 3.530078 -0.420288 1.184655 0.041 0.107 0.081 0.11
H 4.116093 0.833237 2.314326 0.027 -0.061 -0.115 0.13
H 3.771271 2.533972 0.413305 -0.059 -0.060 -0.031 0.13
H 3.600191 1.117482 -0.676376 0.055 0.143 0.154 0.09
H 5.444237 -0.171093 -1.092462 0.031 -0.021 0.001 0.08
H 5.926350 -0.514485 0.585245 0.012 -0.036 -0.018 0.09
```
Positions in Å, forces in eV/Å.

Properties
Orbital gap (Eh): 0.3547
HOMO (eV): -8.99
SMILES: COCCNC(=O)CN(C(=O)CCC(=O)Nc1cc(C)on1)c1cccc(C)c1C
Energy above the lowest of the compared OMol25 structures with the same formula, charge and spin (kcal/mol): 66.0
DFT total energy (a.u.): -1412.2688
LUMO (eV): 0.66
Molar mass (g mol⁻¹): 416.5
Charge: 0

Computed, not measured: a 2-piece molecular cluster, C21H28N4O5S overall, with ωB97M-V with the def2-TZVPD basis set.

XYZ file:
```
59
Properties=species:S:1:pos:R:3:forces:R:3:lowdin_charge:R:1
C -4.218447 0.196107 2.234230 -1.497 0.035 -2.117 -0.03
N -4.299846 -0.538746 0.910224 -2.402 3.913 0.469 -0.28
S -4.453215 0.462582 -0.505762 -10.586 -12.073 -1.956 0.83
O -5.415708 1.442522 -0.207212 -0.322 1.897 0.493 -0.24
O -4.969276 -0.727845 -1.663769 2.631 5.035 4.620 -0.41
C -3.023563 0.883891 -0.823407 6.167 5.516 1.445 -0.51
C -2.436055 1.770153 0.093802 5.653 2.436 -4.275 0.10
C -1.024582 2.219406 -0.407314 -5.366 -0.504 5.612 0.04
C -0.341228 1.599737 -1.412962 2.788 1.280 1.940 -0.15
C -0.925113 0.639022 -2.172724 -2.020 -0.731 -2.556 0.00
C -2.346461 0.579804 -1.908956 1.912 -6.462 -6.299 -0.04
H -2.923189 -0.228565 -2.649343 1.327 2.417 2.042 0.18
H -0.432484 0.034427 -3.101412 -1.400 1.842 2.664 0.17
N 1.073698 1.928180 -1.431593 -7.505 -6.813 -6.126 -0.01
C 1.732619 2.699217 -0.776686 -1.668 5.969 10.911 -0.64
O 2.854799 2.896038 -0.680971 8.207 1.122 -2.221 0.15
N 1.052200 3.165766 0.401978 -2.337 2.630 1.990 0.09
C -0.369693 3.090960 0.691125 5.589 -2.479 -7.552 -0.40
O -0.768508 3.844796 1.451946 -4.154 2.598 4.541 0.14
C 1.688183 4.297851 1.344735 0.948 3.469 -10.686 0.06
H 1.590074 3.897259 2.165536 -0.555 -3.564 8.732 -0.03
H 1.140379 5.331732 1.313303 0.812 -2.193 -0.297 0.13
H 2.752917 4.406508 0.975141 -1.361 -0.168 0.760 0.10
C 1.758295 1.221999 -2.326555 3.976 -2.716 -9.075 -0.11
H 1.429944 1.587080 -3.730830 0.693 -1.166 4.072 0.21
H 1.887945 0.114061 -2.358145 -1.768 0.418 0.602 0.09
H 2.857179 1.346373 -2.424933 -0.803 1.297 0.717 0.09
H -2.833596 2.553168 0.697294 -0.758 -0.425 1.169 0.13
C -3.826845 -1.811754 0.856912 5.329 -0.460 1.106 -0.14
C -2.215165 -1.622792 0.571909 0.880 1.008 -1.531 -0.26
O -1.579715 -0.616268 1.009679 -1.419 -3.872 -1.024 -0.01
N -1.744601 -2.442035 -0.540605 5.123 9.458 5.960 0.12
H -2.237441 -3.114170 -0.794813 -5.602 -7.454 -2.786 0.03
C -0.338415 -2.439258 -0.799341 1.096 5.529 3.958 -0.20
C 0.591815 -3.169590 0.154109 2.237 5.375 -1.067 -0.08
C 1.979529 -2.173207 0.305925 0.403 -8.914 -5.692 -0.19
C 3.005439 -2.646211 -0.676461 -1.109 11.604 13.442 0.06
C 4.286528 -1.907979 -0.172168 0.862 -5.323 -14.154 -0.36
C 4.393665 -1.060970 0.857178 2.576 2.729 7.835 -0.22
C 3.011673 -0.189649 1.169403 2.325 -10.053 -4.258 -0.07
C 2.047841 -1.359680 1.460125 -4.107 5.296 0.280 -0.18
H 1.928190 -1.673237 2.526555 0.722 -0.480 -1.110 0.14
H 0.915224 -0.792080 1.327417 2.382 -1.156 0.649 0.17
H 2.881860 0.166701 0.229259 -1.130 1.768 -2.512 0.06
H 3.132048 0.401318 1.866043 1.164 6.107 6.682 0.02
H 5.420204 -0.492347 0.754179 -2.250 -0.578 0.327 0.15
H 4.664192 -1.882469 1.730030 -0.956 2.456 -0.902 0.17
H 4.504064 -1.416540 -1.272260 -0.594 0.699 1.864 0.14
H 5.134142 -2.556659 -0.608089 -0.385 0.221 2.379 0.14
H 2.780882 -3.375199 -1.193695 -1.465 -6.924 -5.570 0.00
H 0.188993 -3.115430 1.089038 -1.183 -0.727 2.649 0.07
H 0.793679 -4.072179 -0.281280 0.833 -2.614 -0.284 0.07
H 0.123139 -1.189452 -0.800838 -1.907 -3.528 0.058 0.18
H -0.129719 -2.715501 -1.714312 0.696 -1.541 -4.943 0.06
H -4.093353 -2.346103 0.010744 -1.446 -1.291 -1.199 0.08
H -3.848001 -2.283621 1.856875 -0.626 -0.122 -0.726 0.14
H -4.858050 1.058135 1.987501 0.334 0.053 0.809 0.07
H -4.760056 -0.387735 3.024845 1.004 0.388 -0.664 0.11
H -3.188990 0.512495 2.369369 0.008 -0.236 0.805 0.07
```
Positions in Å, forces in eV/Å.

Properties
Orbital gap (Eh): 0.2671
HOMO (eV): -7.97
Energy above the lowest of the compared OMol25 structures with the same formula, charge and spin (kcal/mol): 502.2
DFT total energy (a.u.): -1809.7373
LUMO (eV): -0.70
Molar mass (g mol⁻¹): 448.5
Charge: 0

Computed, not measured: a 3-piece molecular cluster, C21H28N6O4 overall, with ωB97M-V with the def2-TZVPD basis set.

XYZ file:
```
59
Properties=species:S:1:pos:R:3:forces:R:3:lowdin_charge:R:1
C -1.850529 0.405477 3.487047 0.410 -0.015 0.498 -0.13
C -0.235907 0.426071 3.050983 0.142 0.862 1.205 -0.23
C 0.503041 -1.026855 3.222045 0.014 0.512 1.530 -0.23
N 0.014183 -2.113107 2.291021 -0.577 1.720 -2.158 -0.04
C -0.334701 -1.600176 0.911853 -1.478 0.704 -2.947 -0.07
C 0.823123 -1.139369 -0.203667 -2.535 0.478 -1.404 -0.03
C 2.450322 -1.183497 0.112281 0.273 0.131 0.115 -0.20
N 3.196504 0.052385 -0.369306 -1.533 -0.352 0.584 -0.15
C 2.811819 1.296722 0.400556 0.365 1.503 -0.410 -0.15
C 0.418535 -0.555300 -1.717311 -3.352 -0.932 2.599 -0.02
C -1.160062 -0.417933 -2.167979 0.634 -1.665 4.179 0.00
C -2.296796 -0.872512 -1.077290 2.565 -0.090 0.348 -0.03
C -1.897194 -1.462055 0.433888 1.215 0.892 -1.997 0.03
C -3.215897 -1.880173 1.373704 0.009 -2.892 2.356 -0.21
O -3.270794 -2.962955 2.153190 0.532 6.623 -4.481 -0.04
C -4.484792 -0.795152 1.284822 -2.590 2.517 -0.641 -0.04
C -5.351651 -0.270471 2.573707 -0.738 1.127 -3.985 -0.01
C -6.570854 0.844659 2.317786 1.827 -0.934 -2.939 -0.04
C -6.945907 1.451999 0.818392 3.490 -3.063 0.316 -0.05
C -6.072305 0.923986 -0.467833 1.198 -1.768 3.568 -0.01
C -4.872305 -0.170936 -0.217382 -0.974 0.625 1.985 -0.02
C -3.913101 -0.711744 -1.476316 -1.207 -0.566 -3.490 -0.21
O -4.376948 -0.958215 -2.704450 2.829 1.738 7.443 -0.04
H -2.003054 1.107299 4.434462 0.324 -1.425 -2.108 0.08
H -2.536410 0.803224 2.624764 1.297 -0.973 1.696 0.07
H -2.175132 -0.680743 3.853464 0.611 2.265 -1.061 0.08
H 0.272152 1.151208 3.852048 -0.847 -1.616 -1.800 0.11
H -0.058459 0.949828 2.007656 -0.476 -1.410 2.056 0.09
H 1.691238 -0.930214 3.210500 -2.612 -0.086 -0.294 0.11
H 0.247420 -1.399580 4.326989 0.540 0.753 -2.384 0.13
H -0.733708 -2.708087 2.709870 0.620 1.012 -0.818 0.10
H 2.992995 -2.120339 -0.364448 -1.517 1.809 0.787 0.12
H 2.626226 -1.252304 1.267832 -0.537 0.099 -2.207 0.10
H 3.118813 0.179669 -1.407002 -0.014 -0.212 1.571 0.09
H 2.938163 2.244542 -0.306572 -0.242 -2.194 1.630 0.06
H 1.703155 1.319864 0.777016 1.971 -0.262 -0.595 0.06
H 3.559589 1.474471 1.307720 -1.677 -0.594 -1.737 0.09
H 1.254310 -0.205004 -2.485405 -1.929 -0.862 1.971 0.10
H -1.528770 0.003588 -3.205586 0.981 -1.012 2.390 0.10
H -5.107069 -0.691120 3.653792 -0.652 1.071 -2.596 0.11
H -7.183206 1.241057 3.242992 1.445 -0.969 -2.098 0.08
H -7.801134 2.246913 0.633816 2.020 -1.909 0.645 0.09
H -6.226755 1.289169 -1.585183 0.242 -0.831 2.762 0.11
C 3.360379 -3.326028 -3.207815 0.162 0.593 -0.041 -0.73
O 3.977865 -2.275000 -3.276205 0.054 0.190 0.033 0.01
N 3.949112 -4.526376 -3.356599 1.100 -1.111 -0.229 0.15
N 2.036045 -3.377874 -2.977428 -1.218 0.350 0.191 0.16
H 3.457538 -5.402584 -3.303637 0.087 0.193 -0.006 0.10
H 4.945464 -4.532143 -3.531517 -0.402 -0.024 0.075 0.11
H 1.554215 -2.496249 -2.859493 0.035 -0.377 0.036 0.07
H 1.510308 -4.233538 -2.917715 0.081 0.178 0.011 0.10
C 4.236865 4.577240 -1.903811 -0.363 -0.318 0.264 -0.70
O 3.382131 3.914060 -1.337906 -0.088 0.130 -0.080 0.01
N 4.038088 5.145914 -3.106589 -0.657 0.414 -1.248 0.15
N 5.453880 4.798779 -1.375207 1.100 -0.014 0.932 0.15
H 4.729579 5.695414 -3.588336 -0.136 -0.123 0.105 0.10
H 3.134981 5.003746 -3.539639 0.370 0.070 0.148 0.11
H 5.644753 4.388304 -0.470549 -0.041 0.157 -0.361 0.12
H 6.170649 5.342045 -1.826019 -0.153 -0.120 0.083 0.10
```
Positions in Å, forces in eV/Å.

Properties
Orbital gap (Eh): 0.2501
HOMO (eV): -8.21
SMILES: CCCNc1c(CNC)ccc2c1C(=O)c1ccccc1C2=O.NC(N)=O.NC(N)=O
Energy above the lowest of the compared OMol25 structures with the same formula, charge and spin (kcal/mol): 457.3
DFT total energy (a.u.): -1445.8420
LUMO (eV): -1.40
Molar mass (g mol⁻¹): 428.5
Charge: 0

Computed, not measured: C21H29BN2O2SbSeTl as an isolated structure, with ωB97M-V with the def2-TZVPD basis set.

XYZ file:
```
58
Properties=species:S:1:pos:R:3:forces:R:3:lowdin_charge:R:1
Tl 0.832906 -1.712119 -1.893437 -0.241 0.140 0.191 0.46
C 4.647492 -2.291853 2.797602 -0.567 1.179 0.123 -0.03
N 4.781963 -2.088366 1.375704 -0.073 -0.007 -0.953 -0.07
C 3.758404 -1.843743 0.512354 -0.453 0.226 0.770 -0.73
Se 1.979188 -1.539398 0.923708 0.143 -0.151 0.111 0.57
N 4.268485 -1.724274 -0.713295 1.564 0.099 -0.234 0.11
C 5.671585 -1.833995 -0.674365 -0.611 -0.571 0.695 -0.16
C 6.671179 -1.750961 -1.612032 0.653 -0.114 -0.467 -0.01
C 7.975847 -2.024669 -1.206349 -0.348 0.426 0.461 -0.07
C 8.252125 -2.348211 0.137084 1.444 0.282 -1.056 -0.09
C 7.280470 -2.388890 1.094925 -0.773 0.036 0.416 -0.01
C 5.986255 -2.127104 0.651728 -0.470 0.066 0.758 -0.14
H 3.572683 -2.350771 3.034345 0.506 -0.108 -0.105 0.05
H 5.071410 -1.427534 3.345931 -0.127 -0.484 -0.229 0.11
H 5.159379 -3.191172 3.051171 0.304 -0.690 0.427 0.08
H 3.693654 -1.634913 -1.528504 -0.305 0.114 -0.328 0.05
H 6.478226 -1.468710 -2.630407 -0.148 0.020 -0.271 0.11
H 8.789318 -1.858410 -1.909701 -0.163 -0.307 0.157 0.11
H 9.305455 -2.486697 0.404868 -0.474 -0.078 0.019 0.11
H 7.515472 -2.592410 2.139506 -0.156 0.042 -0.289 0.12
C -2.402230 -6.028680 -0.347517 -0.332 -0.726 0.330 -0.38
Sb -1.623503 -4.062588 -0.268477 0.102 0.491 0.199 1.22
C -3.163281 -3.281797 -1.548575 0.416 -0.545 0.128 -0.32
C -2.721039 -3.669691 1.538978 0.843 0.274 -0.063 -0.33
H -3.432484 -5.943258 0.030444 0.278 -0.199 -0.241 0.00
H -1.866199 -6.752334 0.267670 0.064 0.221 0.244 0.00
H -2.399656 -6.472476 -1.331829 -0.138 0.124 -0.473 -0.01
H -3.949500 -4.036360 -1.525388 -0.216 0.253 -0.050 0.00
H -2.701303 -3.284921 -2.537969 -0.364 0.410 -0.056 0.00
H -3.481860 -2.300214 -1.191318 0.075 -0.209 -0.339 0.00
H -2.162853 -4.046563 2.399200 -0.038 0.295 -0.016 0.00
H -3.665721 -4.177354 1.506922 -0.559 -0.142 -0.146 -0.01
H -2.848982 -2.586113 1.565078 -0.052 -0.115 0.330 0.00
C -2.196016 5.797967 0.779084 1.103 -0.106 0.379 -0.06
C -3.239542 5.213575 -0.111440 -1.264 -0.839 -1.248 -0.56
C -4.606937 5.724576 0.360485 -0.014 -0.365 0.222 -0.07
C -3.039744 5.678029 -1.574301 -0.278 -0.263 0.865 -0.04
C -3.158977 3.652858 -0.160619 0.336 1.979 0.748 -0.18
C -4.138868 2.773351 0.216171 -1.089 -0.729 -0.240 -0.03
C -3.981237 1.376206 0.110818 0.417 0.251 0.510 0.02
C -2.738113 0.936831 -0.275014 0.272 -0.925 -0.293 -0.18
O -2.197192 -0.352626 -0.455759 -0.361 0.769 -0.058 0.04
B -0.912523 -0.176781 -1.028135 -0.194 0.004 0.140 -0.67
O -0.677266 1.212697 -1.147640 0.376 -0.778 0.002 0.09
C -1.777430 1.844252 -0.662729 0.658 -0.267 -0.211 -0.23
C -1.935383 3.182570 -0.582052 0.664 0.672 -0.712 0.04
H -2.199868 6.880540 0.718107 -0.120 0.302 0.019 0.08
H -1.174921 5.479171 0.493371 -0.481 0.053 0.309 0.09
H -2.410203 5.509519 1.808853 0.298 0.013 0.104 0.09
H -4.641004 6.809817 0.215364 -0.059 -0.123 0.259 0.08
H -4.744607 5.464775 1.426904 -0.077 0.300 -0.409 0.09
H -5.444425 5.294106 -0.202134 0.209 0.026 0.022 0.08
H -3.100572 6.752476 -1.643297 -0.133 0.432 -0.121 0.08
H -3.801940 5.195266 -2.161568 -0.387 0.071 -0.491 0.09
H -2.092965 5.358715 -1.960793 0.579 -0.057 -0.231 0.06
H -5.121827 3.122679 0.508655 0.110 0.136 0.123 0.10
H -4.776590 0.715220 0.410316 -0.087 -0.171 -0.042 0.11
H -1.164729 3.880733 -0.940707 -0.265 -0.641 0.315 0.13
```
Positions in Å, forces in eV/Å.

Properties
Orbital gap (Eh): 0.2615
HOMO (eV): -6.85
Energy above the lowest of the compared OMol25 structures with the same formula, charge and spin (kcal/mol): 0.0
DFT total energy (a.u.): -3916.6455
LUMO (eV): 0.26
Molar mass (g mol⁻¹): 757.4
Charge: 0